53
Properties=species:S:1:pos:R:3 method="wB97M-V/def2-TZVPD" e_tot_ha=-1914.31754 multiplicity=1 homo_lumo_gap_ev="4.25 / 4.26" charge=+4
H -1.5986 -3.3041 -3.0417
C -1.6655 -2.2423 -2.7669
C 1.0005 1.6830 5.5239
H 0.2502 -2.4147 6.1901
H 3.4685 0.6916 -2.5450
H 0.0876 -1.4116 -3.7173
C 0.1188 -0.1227 4.5130
H 1.2417 2.5278 -1.3611
H -0.3865 -2.5491 1.1494
H -0.5931 1.5740 -4.4754
H 0.5013 -2.9264 -1.0865
H 0.7366 1.5397 3.4034
C -0.2478 1.7910 1.5249
H 0.7839 0.8071 7.5570
C -1.4209 0.9244 -4.1776
N 0.6657 1.1062 4.3173
C 0.6926 0.7776 6.4899
H 2.7614 -0.9174 -2.7083
C -2.2902 -0.6223 0.1788
C -1.5824 0.8493 -2.6591
O 3.4340 0.5279 1.8054
H -2.3313 1.3625 -4.6034
H 0.6946 2.8107 -3.0401
S -0.6036 -1.2290 3.4420
H 2.4096 2.5951 -2.6888
H -1.2778 -0.0494 -4.6566
C 1.4021 2.2542 -2.4130
H -2.4446 0.2016 -2.4485
H 1.7834 -2.3710 -2.1579
C 0.7392 -2.7005 -2.1281
H -2.8490 2.5569 -2.4340
H 1.1468 0.5320 -3.6921
H 2.7175 -0.0610 -1.1294
C -1.8751 2.2218 -2.0523
C 2.5084 -0.0214 1.4149
H -2.2792 -1.7470 -3.5334
C 1.3211 0.7399 -2.6270
H -1.3827 -1.7041 6.2827
C 2.6324 0.0562 -2.2202
H -0.2082 -1.3978 7.5927
H -1.9318 2.2010 -0.9590
N 0.1565 -0.3306 5.8542
H -0.0364 -2.7084 0.4283
H -2.1770 -2.1695 -1.7958
H 1.4243 2.6709 5.5983
Sn 0.0443 -0.5711 1.0507
P -0.1820 -0.0150 -1.8188
C -0.2377 -1.6696 -2.6962
O -0.9357 2.7166 1.4763
C -0.3248 -1.5382 6.5144
H 0.6280 -3.6334 -2.7046
O -3.3614 -0.2560 0.3803
H -1.1277 2.9644 -2.3500